Density functional theory data (ωB97M-V/def2-TZVPD) for a molecular structure, C28H19Cl5NPRuS5.

The geometry in ORCA input format:
```
! wB97M-V def2-TZVPD RIJCOSX def2/J DEFGRID3
* xyz 2 5
Ru 0.626 0.397 0.375
Cl 1.070 2.016 3.150
C 0.179 0.547 3.310
C -0.025 -0.213 2.159
C -0.690 -1.432 2.280
Cl -0.891 -2.373 0.845
C -1.186 -1.882 3.496
Cl -2.039 -3.356 3.604
C -1.001 -1.079 4.635
Cl -1.625 -1.588 6.132
C -0.302 0.138 4.550
Cl -0.055 1.092 5.944
N 0.187 -0.285 -1.788
C -0.571 0.731 -2.508
C -0.470 0.843 -3.884
C -1.198 1.825 -4.542
C -2.027 2.682 -3.831
C -2.127 2.565 -2.454
C -1.394 1.589 -1.783
P -1.482 1.389 0.009
C -1.867 2.986 0.730
C -3.186 3.311 1.050
C -3.486 4.576 1.532
C -2.479 5.518 1.686
C -1.167 5.201 1.357
C -0.860 3.939 0.883
C -2.864 0.282 0.349
C -3.287 0.090 1.666
C -4.300 -0.808 1.943
C -4.898 -1.522 0.909
C -4.492 -1.324 -0.400
C -3.478 -0.420 -0.684
H -0.366 -1.133 -1.675
H 1.004 -0.539 -2.336
H 0.168 0.171 -4.443
H -1.116 1.920 -5.616
H -2.591 3.444 -4.350
H -2.761 3.242 -1.896
H -3.980 2.587 0.922
H -4.507 4.824 1.782
H -2.717 6.504 2.061
H -0.384 5.938 1.474
H 0.169 3.703 0.640
H -2.837 0.655 2.475
H -4.634 -0.948 2.962
H -5.694 -2.221 1.128
H -4.970 -1.866 -1.205
H -3.183 -0.260 -1.714
C 3.149 -0.938 2.459
S 2.789 -0.845 0.679
C 3.982 0.337 0.139
C 3.620 1.593 -0.396
S 2.051 2.197 -0.595
S 4.954 2.562 -0.889
C 6.238 1.456 -0.456
S 7.816 1.757 -0.629
S 5.627 -0.048 0.192
H 2.434 -1.653 2.864
H 3.022 0.037 2.920
H 4.156 -1.324 2.594
*
```

## Properties
orbital gap (spin up / spin down) = 0.291 / 0.198 Ha
HOMO energy (spin up / spin down) = -14.01 / -14.17 eV
E_tot = -5860.7440 hartree

---

Density functional theory data (ωB97M-V/def2-TZVPD) for a molecular structure, C28H20AsAuF6N2O4S3 at a distorted geometry.

The geometry in ORCA input format:
```
! wB97M-V def2-TZVPD RIJCOSX def2/J DEFGRID3
* xyz 0 3
Au 0.926 -1.273 0.122
S 2.333 0.650 -0.357
C 1.461 2.150 -0.527
C 2.273 3.295 -0.616
C 1.741 4.557 -0.759
C 0.362 4.740 -0.785
C -0.461 3.640 -0.678
C 0.071 2.349 -0.571
As -1.230 0.939 -0.442
C -2.998 1.695 -0.637
C -3.940 1.401 0.340
C -5.228 1.909 0.230
C -5.568 2.707 -0.848
C -4.617 3.012 -1.815
C -3.333 2.514 -1.714
C -1.220 0.293 1.371
C -0.681 1.107 2.360
C -0.711 0.686 3.681
C -1.294 -0.532 4.004
C -1.855 -1.331 3.016
C -1.824 -0.921 1.693
H 3.344 3.145 -0.574
H 2.402 5.409 -0.851
H -0.067 5.726 -0.897
H -1.534 3.769 -0.678
H -3.683 0.777 1.183
H -5.956 1.672 0.994
H -6.576 3.090 -0.940
H -4.878 3.636 -2.659
H -2.605 2.715 -2.488
H -0.221 2.050 2.085
H -0.278 1.307 4.453
H -1.318 -0.859 5.035
H -2.319 -2.274 3.271
H -2.241 -1.543 0.912
F -0.546 1.538 -3.463
C -0.266 0.314 -3.941
F -0.405 0.344 -5.251
F 0.978 0.017 -3.630
S -1.831 -1.047 -2.745
O -0.827 -0.422 -1.451
O -2.879 -0.076 -2.939
N -2.523 -2.211 -1.828
S -1.701 -3.410 -1.248
O -0.547 -3.022 -0.448
O -2.541 -4.399 -0.661
C -0.896 -4.203 -2.742
F -0.213 -5.299 -2.449
F -1.814 -4.497 -3.660
F -0.037 -3.314 -3.280
C 1.871 -1.942 1.971
C 3.301 -2.054 1.739
C 3.865 -3.256 1.279
C 5.220 -3.374 1.066
C 6.061 -2.280 1.288
C 5.517 -1.074 1.737
C 4.162 -0.967 1.961
C 7.464 -2.387 1.056
N 8.596 -2.460 0.867
H 1.577 -1.171 2.679
H 1.364 -2.887 2.149
H 3.213 -4.100 1.088
H 5.645 -4.308 0.725
H 6.170 -0.229 1.911
H 3.744 -0.031 2.307
*
```

## Properties
orbital gap (spin up / spin down) = 0.250 / 0.238 Ha
HOMO energy (spin up / spin down) = -7.40 / -8.14 eV
E_tot = -5654.5063 hartree

---

Density functional theory data (ωB97M-V/def2-TZVPD) for a molecular structure, C28H20OP2RhS6.

The geometry in ORCA input format:
```
! wB97M-V def2-TZVPD RIJCOSX def2/J DEFGRID3
* xyz -1 1
Rh -1.771 1.990 -0.145
S -0.677 2.120 -2.369
P -0.155 0.290 -1.641
C -0.491 0.186 -0.003
P 0.319 0.826 1.305
S -0.209 2.792 1.456
C 2.127 0.600 1.280
C 2.904 1.507 0.561
C 4.259 1.271 0.378
C 4.845 0.132 0.914
C 4.078 -0.773 1.632
C 2.719 -0.544 1.811
C -0.175 -0.005 2.846
C -0.955 -1.153 2.788
C -1.331 -1.801 3.960
C -0.921 -1.301 5.188
C -0.142 -0.153 5.248
C 0.227 0.497 4.081
C 1.561 -0.085 -2.144
C 2.328 0.817 -2.873
C 3.651 0.517 -3.178
C 4.216 -0.671 -2.741
C 3.458 -1.570 -1.999
C 2.134 -1.280 -1.705
C -1.120 -0.969 -2.536
C -0.940 -1.162 -3.903
C -1.697 -2.107 -4.577
C -2.644 -2.857 -3.891
C -2.830 -2.664 -2.530
C -2.064 -1.724 -1.850
H 2.430 2.389 0.143
H 4.856 1.972 -0.191
H 5.903 -0.052 0.768
H 4.535 -1.663 2.050
H 2.116 -1.252 2.367
H -1.269 -1.512 1.815
H -1.951 -2.687 3.913
H -1.216 -1.802 6.103
H 0.168 0.241 6.208
H 0.816 1.406 4.122
H 1.877 1.750 -3.188
H 4.245 1.222 -3.749
H 5.251 -0.896 -2.969
H 3.902 -2.493 -1.646
H 1.538 -1.973 -1.121
H -0.208 -0.564 -4.436
H -1.554 -2.256 -5.641
H -3.239 -3.590 -4.422
H -3.574 -3.242 -1.995
H -2.189 -1.551 -0.788
O -8.094 3.721 1.800
C -6.986 3.413 1.436
S -6.268 1.821 1.695
C -4.731 2.145 0.908
C -4.549 3.387 0.400
S -3.099 3.901 -0.350
S -5.887 4.508 0.588
S -3.524 0.930 0.817
*
```

## Properties
orbital gap (spin up / spin down) = 0.222 / 0.220 Ha
HOMO energy (spin up / spin down) = -4.07 / -4.11 eV
E_tot = -4336.7955 hartree

---

Density functional theory data (ωB97M-V/def2-TZVPD) for a molecular structure, C28H21AgBBrF4N4O5.

The geometry in ORCA input format:
```
! wB97M-V def2-TZVPD RIJCOSX def2/J DEFGRID3
* xyz -2 1
Ag 0.620 -1.158 2.150
O -1.809 3.965 1.027
C -2.471 3.253 0.104
C -3.236 3.946 -0.833
C -3.954 3.264 -1.798
C -3.920 1.875 -1.850
C -3.155 1.183 -0.928
C -2.422 1.843 0.057
C -1.651 1.050 1.043
O -1.658 -0.296 0.920
N -1.079 1.659 2.017
N -0.430 0.828 2.908
C 0.205 1.470 3.838
C 0.923 0.873 4.918
C 1.586 1.745 5.809
C 2.357 1.289 6.843
C 2.516 -0.108 6.992
C 1.891 -0.990 6.162
C 1.016 -0.558 5.106
O 0.368 -1.399 4.418
H -1.364 3.293 1.623
H -3.250 5.027 -0.779
H -4.536 3.819 -2.524
H -4.468 1.340 -2.613
H -3.113 0.102 -0.955
H 0.202 2.564 3.797
H 1.475 2.814 5.648
H 2.858 1.976 7.513
H 3.170 -0.486 7.772
H 2.043 -2.058 6.247
C 1.511 -3.973 1.087
O 1.000 -2.830 0.397
C 0.835 -2.924 -0.953
C 1.137 -4.064 -1.664
C 0.942 -4.080 -3.049
Br 1.356 -5.680 -4.009
C 0.483 -2.984 -3.718
C 0.202 -1.809 -3.003
C 0.364 -1.726 -1.600
O 0.141 -0.651 -0.912
C -0.228 -0.652 -3.780
N -0.582 -0.670 -5.050
C -0.838 0.647 -5.363
C -1.256 1.220 -6.563
C -1.437 2.592 -6.608
C -1.206 3.395 -5.482
C -0.794 2.845 -4.280
C -0.625 1.468 -4.237
N -0.234 0.604 -3.245
H 0.883 -4.845 0.886
H 1.494 -3.737 2.146
H 2.545 -4.166 0.801
H 1.530 -4.938 -1.174
H 0.342 -2.986 -4.789
H -1.033 -0.619 0.206
H -1.427 0.598 -7.432
H -1.766 3.058 -7.530
H -1.355 4.466 -5.554
H -0.624 3.461 -3.408
H -0.076 0.726 -2.249
F 3.113 -1.760 2.667
B 4.009 -2.777 3.109
F 4.633 -3.345 1.980
F 3.279 -3.772 3.784
F 4.968 -2.219 3.957
*
```

## Properties
orbital gap = 0.236 Ha
HOMO energy = -2.43 eV
E_tot = -4820.5135 hartree

---

Q: Which formula does entry 2 have?
A: C28H20AsAuF6N2O4S3

---

Please write out number 4 again, unchanged.
Density functional theory data (ωB97M-V/def2-TZVPD) for a molecular structure, C28H21AgBBrF4N4O5.

The geometry in ORCA input format:
```
! wB97M-V def2-TZVPD RIJCOSX def2/J DEFGRID3
* xyz -2 1
Ag 0.620 -1.158 2.150
O -1.809 3.965 1.027
C -2.471 3.253 0.104
C -3.236 3.946 -0.833
C -3.954 3.264 -1.798
C -3.920 1.875 -1.850
C -3.155 1.183 -0.928
C -2.422 1.843 0.057
C -1.651 1.050 1.043
O -1.658 -0.296 0.920
N -1.079 1.659 2.017
N -0.430 0.828 2.908
C 0.205 1.470 3.838
C 0.923 0.873 4.918
C 1.586 1.745 5.809
C 2.357 1.289 6.843
C 2.516 -0.108 6.992
C 1.891 -0.990 6.162
C 1.016 -0.558 5.106
O 0.368 -1.399 4.418
H -1.364 3.293 1.623
H -3.250 5.027 -0.779
H -4.536 3.819 -2.524
H -4.468 1.340 -2.613
H -3.113 0.102 -0.955
H 0.202 2.564 3.797
H 1.475 2.814 5.648
H 2.858 1.976 7.513
H 3.170 -0.486 7.772
H 2.043 -2.058 6.247
C 1.511 -3.973 1.087
O 1.000 -2.830 0.397
C 0.835 -2.924 -0.953
C 1.137 -4.064 -1.664
C 0.942 -4.080 -3.049
Br 1.356 -5.680 -4.009
C 0.483 -2.984 -3.718
C 0.202 -1.809 -3.003
C 0.364 -1.726 -1.600
O 0.141 -0.651 -0.912
C -0.228 -0.652 -3.780
N -0.582 -0.670 -5.050
C -0.838 0.647 -5.363
C -1.256 1.220 -6.563
C -1.437 2.592 -6.608
C -1.206 3.395 -5.482
C -0.794 2.845 -4.280
C -0.625 1.468 -4.237
N -0.234 0.604 -3.245
H 0.883 -4.845 0.886
H 1.494 -3.737 2.146
H 2.545 -4.166 0.801
H 1.530 -4.938 -1.174
H 0.342 -2.986 -4.789
H -1.033 -0.619 0.206
H -1.427 0.598 -7.432
H -1.766 3.058 -7.530
H -1.355 4.466 -5.554
H -0.624 3.461 -3.408
H -0.076 0.726 -2.249
F 3.113 -1.760 2.667
B 4.009 -2.777 3.109
F 4.633 -3.345 1.980
F 3.279 -3.772 3.784
F 4.968 -2.219 3.957
*
```

## Properties
orbital gap = 0.236 Ha
HOMO energy = -2.43 eV
E_tot = -4820.5135 hartree